A) Density functional theory data (ωB97M-V/def2-TZVPD) for C5H8N2 in the gas phase.

Orbital gap = 0.397 Eh
LUMO level = 0.98 eV
Structure (SMILES) = C[C@H]1CN[C@H]1C#N

Element x y z (Å)
C 1.544 -0.431 -0.608
C 0.605 0.358 0.296
C -0.447 1.306 -0.315
N -1.410 0.842 0.701
C -0.613 -0.370 0.933
C -1.021 -1.557 0.155
N -1.319 -2.487 -0.467
H 1.239 -0.374 -1.657
H 2.575 -0.077 -0.550
H 1.543 -1.487 -0.325
H 1.139 0.869 1.102
H -0.703 0.997 -1.339
H -0.242 2.381 -0.298
H -2.363 0.693 0.386
H -0.526 -0.662 1.986

B) Density functional theory data (ωB97M-V/def2-TZVPD) for C5H8N2 in the gas phase.

Orbital gap = 0.366 Eh
LUMO level = 1.02 eV
Structure (SMILES) = Cc1ccn(C)n1

Element x y z (Å)
C -0.758 2.386 0.463
N -0.248 1.051 0.172
C 0.068 0.709 -1.094
C 0.477 -0.593 -1.079
C 0.339 -0.998 0.265
C 0.514 -2.459 0.611
N -0.089 0.010 1.035
H -1.189 2.753 -0.475
H 0.022 3.098 0.756
H -1.552 2.385 1.210
H -0.075 1.410 -1.901
H 0.811 -1.193 -1.911
H 1.419 -2.843 0.123
H -0.320 -3.017 0.163
H 0.557 -2.715 1.671

C) Density functional theory data (ωB97M-V/def2-TZVPD) for C5H8N2 in the gas phase.

Orbital gap = 0.347 Eh
LUMO level = 0.96 eV
Structure (SMILES) = CCc1c[nH]cn1

Element x y z (Å)
C -0.753 -0.675 2.071
C 0.255 0.264 1.369
C 0.279 0.113 -0.138
C -0.539 0.755 -1.049
N 0.059 0.542 -2.272
C 1.227 -0.151 -2.059
N 1.331 -0.453 -0.793
H -1.820 -0.523 1.912
H -0.741 -1.738 1.781
H -0.402 -0.678 3.103
H 1.254 -0.026 1.684
H -0.093 1.283 1.514
H -1.481 1.266 -1.130
H -0.382 0.648 -3.158
H 1.805 -0.627 -2.834

Which of them is most stable, and which least? Most stable: C); least stable: A).

A) Density functional theory data (ωB97M-V/def2-TZVPD) for C5H8N2 in the gas phase.

Orbital gap = 0.411 Eh
LUMO level = 0.92 eV
Structure (SMILES) = N#C[C@H](N)C1CC1

Element x y z (Å)
N -1.887 -0.050 -0.634
C -0.912 -0.374 0.391
C -0.314 -1.726 0.212
N -0.006 -2.835 0.101
C 0.138 0.733 0.515
C 1.027 1.020 -0.663
C 1.584 0.333 0.554
H -2.692 -0.665 -0.596
H -1.470 -0.133 -1.556
H -1.445 -0.454 1.345
H -0.224 1.579 1.096
H 0.878 0.426 -1.562
H 1.298 2.055 -0.865
H 2.300 0.837 1.197
H 1.727 -0.747 0.464

B) Density functional theory data (ωB97M-V/def2-TZVPD) for 2 unconnected molecules or ions with the total composition C5H8N2.

Orbital gap (alpha / beta) = 0.318 / 0.318 Eh
LUMO level (alpha / beta) = 0.42 / 0.42 eV

Element x y z (Å)
C -0.394 2.283 -0.466
C 1.381 -0.872 -0.424
C 0.839 -1.308 0.888
C 0.565 -0.323 1.931
N 0.345 0.442 2.771
N 0.093 -1.201 -0.355
C -1.103 -1.446 -0.780
H -0.731 2.906 0.366
H 0.546 1.793 -0.202
H -0.243 2.901 -1.355
H 2.125 -1.316 -1.070
H 0.910 -2.332 1.269
H -1.154 1.524 -0.675
H -1.880 -1.642 -0.053
H -1.300 -1.408 -1.844

Which of them is most stable, and which least? Most stable: A); least stable: B).

A) Density functional theory data (ωB97M-V/def2-TZVPD) for 2 unconnected molecules or ions with the total composition C2H2S2.

Orbital gap (alpha / beta) = 0.288 / 0.287 Eh
LUMO level (alpha / beta) = -0.37 / -0.40 eV

Element x y z (Å)
C 0.480 1.224 0.034
C -0.269 -1.250 -0.045
S 0.380 1.225 1.660
S -0.449 -1.216 -1.650
H 0.316 2.472 1.814
H -0.459 -2.455 -1.812

B) Density functional theory data (ωB97M-V/def2-TZVPD) for C2H2S2 in the gas phase.

Orbital gap = 0.276 Eh
LUMO level = -0.28 eV

Element x y z (Å)
C 0.036 0.281 -2.323
C 0.142 0.174 -0.234
S -0.689 -0.919 -3.071
S 0.796 1.403 -1.430
H -0.938 0.134 -0.137
H 0.689 -0.677 -0.167

Which of them is most stable, and which least? Most stable: B); least stable: A).

A) Density functional theory data (ωB97M-V/def2-TZVPD) for 40 unconnected molecules or ions with the total composition H80O40.

Orbital gap = 0.364 Eh
LUMO level = -0.41 eV

Element x y z (Å)
H 3.531 -1.254 5.417
H 4.919 -1.512 4.758
O 4.102 -1.002 4.695
H -0.708 -3.715 4.249
H -1.999 -3.623 3.407
O -1.256 -4.218 3.606
H -5.512 -1.892 2.987
H -5.212 -0.437 3.534
O -5.447 -0.955 2.756
H 3.643 4.978 1.956
H 3.104 3.803 1.170
O 3.427 4.049 2.095
H 0.182 -1.001 -3.862
H -0.470 0.228 -4.317
O 0.315 -0.036 -3.833
H 0.417 1.763 -0.028
O -0.148 2.465 -0.444
H -6.202 0.950 0.022
O -6.797 0.557 -0.663
H 5.575 -0.374 -1.524
H 6.624 -0.057 -0.528
O 6.060 -0.784 -0.802
H -4.025 3.367 -1.909
H -2.897 2.410 -1.411
O -3.857 2.542 -1.461
H -1.489 5.821 1.685
H -2.715 5.009 1.553
O -2.364 5.741 2.061
H 2.255 -2.280 0.378
H 1.063 -2.923 -0.431
O 1.299 -2.387 0.322
H 2.223 -1.930 -5.739
O 1.302 -2.189 -5.923
H 4.081 1.101 -0.135
H 4.024 -0.073 0.455
O 3.634 0.266 -0.405
H -2.318 -0.962 0.556
H -2.037 0.303 -0.299
O -2.718 -0.154 0.191
H 1.031 2.834 3.772
H 0.712 2.704 5.391
O 1.026 2.258 4.596
H 3.461 0.828 4.282
H 3.826 2.227 3.525
O 4.157 1.514 4.065
H -0.680 -0.896 -2.035
H -0.456 -0.964 -0.645
O 0.063 -1.084 -1.449
H 1.738 -3.719 -2.423
H 1.185 -5.240 -2.376
O 1.935 -4.663 -2.357
H -1.216 -2.974 -3.520
O -1.514 -2.162 -3.070
H -0.615 0.500 4.645
H -0.722 0.877 3.161
O -1.214 0.464 3.880
H 0.249 6.758 -1.622
O 0.387 6.126 -0.918
H -4.519 0.067 -3.687
H -3.763 -0.596 -2.552
O -3.673 -0.355 -3.485
H 3.971 -2.607 -3.266
H 3.313 -1.570 -2.417
O 3.103 -2.248 -3.070
H -1.615 -4.673 -4.177
H -0.226 -5.446 -4.172
O -0.836 -4.976 -3.591
H -5.503 -1.603 0.628
H -6.190 -0.951 -0.492
O -5.935 -1.849 -0.222
H 2.460 3.148 -0.947
H 1.150 3.287 -0.101
O 2.199 3.416 -0.061
H 1.136 -2.152 2.997
H 0.278 -1.612 4.141
O 0.866 -2.334 3.900
H 3.110 2.754 -4.590
H 1.647 2.525 -4.025
O 2.422 3.076 -4.016
H 3.671 0.202 -4.214
H 2.118 0.257 -4.640
O 3.006 -0.106 -4.856
H 5.865 3.068 0.225
H 4.584 2.395 0.973
O 5.016 2.616 0.149
H -0.737 -4.869 0.433
H -0.815 -5.356 -1.176
O -0.750 -4.690 -0.497
H -4.092 4.249 2.919
O -4.009 3.541 3.565
H -5.356 -2.536 -1.975
H -3.957 -3.080 -1.586
O -4.510 -2.870 -2.334
H -2.345 -1.916 -3.498
H -0.306 1.885 -1.211
H 0.540 5.272 -1.341
H -6.233 0.468 -1.485
H 1.450 -3.114 -5.719
H -3.325 2.858 3.410
O -3.506 -2.771 2.260
H -3.667 -2.960 1.313
H -3.152 -1.887 2.375
O 1.084 1.022 2.038
H 1.622 1.627 2.679
H 1.833 0.472 1.784
O 2.166 0.898 -2.458
H 1.274 0.499 -2.623
H 2.423 0.786 -1.493
O -1.075 -2.590 1.307
H -0.745 -2.389 2.171
H -1.232 -3.480 1.041
O -4.305 1.297 1.115
H -3.468 0.741 1.307
H -4.382 1.886 1.887
O -0.216 3.868 2.117
H 0.745 3.935 2.050
H -0.521 4.338 1.338
O 4.649 -1.868 1.600
H 4.968 -2.689 1.971
H 5.335 -1.286 1.239

B) Density functional theory data (ωB97M-V/def2-TZVPD) for 40 unconnected molecules or ions with the total composition H80O40.

Orbital gap = 0.357 Eh
LUMO level = -0.77 eV

Element x y z (Å)
H 3.020 -2.191 -2.231
H 4.439 -3.023 -2.464
O 3.484 -3.070 -2.355
H 1.759 -0.011 -4.740
H 1.671 -1.276 -5.620
O 2.074 -0.433 -5.526
H -5.065 1.974 0.790
H -5.782 1.776 2.044
O -4.922 1.835 1.689
H 1.993 1.410 5.320
H 1.412 0.089 5.173
O 1.794 0.661 5.900
H 1.354 4.014 3.130
H 1.672 2.638 2.203
O 1.845 3.178 3.108
H 3.693 0.677 -0.716
O 2.998 -0.032 -1.137
H -4.241 -4.465 -0.510
O -4.820 -3.746 -0.715
H -2.648 0.956 1.913
H -3.921 -0.003 1.949
O -2.984 0.099 2.011
H -5.887 -2.698 2.565
H -5.944 -2.282 0.899
O -5.692 -2.056 1.823
H -4.128 -0.230 -4.953
H -3.326 -1.430 -5.392
O -3.383 -0.442 -5.472
H 3.983 3.325 -3.962
H 3.074 2.510 -4.613
O 3.126 2.947 -3.726
H 0.103 1.826 -5.364
O 0.336 2.418 -4.583
H 1.801 -3.958 2.332
H 1.088 -3.047 3.099
O 1.428 -3.086 2.210
H 3.532 -2.796 0.887
H 4.155 -2.550 2.075
O 4.235 -2.277 1.194
H -1.180 3.290 2.937
H -0.658 4.563 3.417
O -0.997 4.197 2.619
H -3.729 0.640 -1.017
H -3.062 1.785 -0.359
O -3.409 0.754 -0.123
H 4.399 -0.251 1.769
H 3.757 0.992 1.201
O 4.395 0.296 1.000
H -1.972 -4.187 0.379
H -1.104 -5.274 0.001
O -1.963 -5.130 0.349
H 1.993 1.207 0.274
O 1.367 1.882 -0.008
H 0.546 -0.683 6.761
H -0.215 -1.950 6.142
O 0.607 -1.623 6.526
H 3.526 2.834 3.168
O 4.486 2.765 3.039
H 4.277 -2.642 4.590
H 3.805 -1.053 4.270
O 3.762 -1.996 4.114
H 1.963 5.301 -3.054
H 1.850 4.107 -2.128
O 1.525 4.976 -2.293
H 0.207 -1.221 2.028
H -1.108 -1.639 2.512
O -0.203 -1.496 2.834
H -5.146 1.114 -4.168
H -4.765 1.669 -2.589
O -4.931 1.072 -3.235
H -1.117 1.781 -1.318
H -1.573 0.423 -0.756
O -0.747 0.927 -1.054
H 0.210 5.099 0.316
H -0.374 5.684 -1.019
O -0.450 5.707 -0.056
H -2.204 4.067 -0.865
H -1.050 3.693 0.130
O -1.676 3.381 -0.526
H -0.112 -1.472 -5.217
H -1.055 -2.717 -4.882
O -0.308 -2.413 -5.439
H -3.865 -0.956 -1.896
H -5.030 -0.894 -2.702
O -4.146 -1.332 -2.717
H 5.250 1.096 -3.347
H 4.527 0.107 -2.566
O 5.406 0.287 -2.884
H -3.049 -1.573 1.368
O -2.832 -2.408 1.798
H -2.571 -0.802 3.698
H -1.995 -0.206 5.089
O -1.931 -0.912 4.454
H 0.557 1.391 -0.319
H 2.959 -0.746 -0.420
H 4.311 1.920 3.433
H -5.247 -3.940 -1.547
H 0.392 1.647 -3.976
H -2.722 -2.469 2.762
O -0.671 -4.618 -3.368
H -0.192 -4.859 -4.140
H -0.546 -5.270 -2.621
O -2.117 -1.880 -0.917
H -2.920 -2.296 -0.634
H -1.694 -2.574 -1.397
O -0.814 1.190 2.973
H -1.234 0.631 3.577
H -0.710 0.981 2.007
O 0.554 0.059 -3.393
H 1.151 0.341 -2.745
H -0.232 -0.249 -2.820
O 0.957 -3.795 -1.280
H 0.349 -4.212 -1.902
H 1.913 -4.004 -1.311
O 3.619 4.053 0.727
H 3.270 3.226 0.627
H 4.164 4.320 1.461
O 1.782 0.400 2.296
H 1.791 -0.527 1.967
H 0.907 0.418 2.817

Which of them is most stable, and which least? Most stable: A); least stable: B).